Here is a 8-piece molecular cluster, C9H34N2O9 overall in a non-equilibrium geometry from the Open Molecules 2025 dataset. Energies are from the ωB97M-V functional and the def2-TZVPD basis.

Summary:
total charge = 0
orbital gap = 4.6 eV
strongest force on any atom = 3.87 eV/A
LUMO energy = -0.0557 Eh
ΔE to the lowest compared entry with this formula, charge and spin = 422.33 kJ/mol

Structure (XYZ):
```
54
Properties=species:S:1:pos:R:3:forces:R:3
N -0.17125 1.24679 -0.05746 0.577 0.498 0.182
H -0.13246 1.34695 0.94681 0.061 -0.170 0.598
H -1.13917 1.17407 -0.33666 -0.557 -0.183 -0.589
H 0.42178 0.49302 -0.37407 -0.141 -0.868 -0.100
H 0.26144 2.07034 -0.45070 -0.183 0.809 -0.399
N -4.41630 1.66602 -3.88025 1.046 0.953 0.467
O -4.33893 1.66498 -2.64547 0.556 0.501 2.144
O -5.00446 0.77335 -4.41000 -1.944 -2.723 -1.937
O -3.87152 2.54522 -4.55152 0.650 1.156 -0.389
C -2.49044 1.58187 4.95628 -1.359 -0.285 0.199
C -1.20396 1.86112 5.65435 -1.203 0.421 1.776
C -0.92428 0.89673 6.80909 0.081 0.242 -0.837
O -0.20506 1.86277 4.73873 2.494 -0.486 -1.937
H -3.31865 1.89695 5.59101 -0.061 0.511 -0.104
H -2.76200 0.53437 4.82549 0.681 -0.296 -0.280
H -2.53546 2.09288 3.99455 -0.096 0.061 0.111
H -1.22833 2.89017 6.01292 -0.521 0.216 0.604
H -1.72809 1.01995 7.53490 0.193 -0.554 0.155
H 0.05893 1.04212 7.25661 -0.076 0.509 0.267
H -0.82347 -0.08290 6.34191 -0.605 -0.336 0.337
H 0.57290 2.09427 5.25137 0.481 -0.014 -0.399
C 6.08720 1.77564 -3.13810 -0.225 0.732 0.306
C 6.95064 0.54595 -2.96953 0.292 -0.732 -1.740
C 7.63334 0.30191 -1.64692 -0.221 0.445 0.191
O 6.16532 -0.59254 -3.31265 -0.691 -0.845 0.362
H 6.68859 2.65470 -3.36975 0.112 0.193 0.654
H 5.44316 1.91000 -2.26904 0.235 0.342 0.282
H 5.37505 1.77944 -3.96330 0.241 -0.817 -0.284
H 7.74316 0.58346 -3.71692 0.216 0.240 -0.137
H 6.91408 0.42691 -0.83751 0.153 0.104 0.226
H 8.46355 1.00328 -1.56363 -0.112 0.144 0.376
H 8.05412 -0.70113 -1.57646 -0.124 0.002 -0.260
H 6.41658 -0.94795 -4.16831 0.066 0.174 0.056
C -4.21000 -3.55509 -0.48040 0.690 0.423 -0.116
C -5.70979 -3.78943 -0.49619 -0.249 0.213 0.637
C -6.14672 -4.89014 0.47413 0.337 -0.211 -0.207
O -6.34411 -2.54943 -0.13319 0.095 -0.586 0.056
H -3.90764 -2.97913 0.39422 -0.308 -0.221 0.449
H -3.90497 -2.89202 -1.28996 -0.118 -0.139 -0.409
H -3.56557 -4.43348 -0.51535 -0.273 -0.240 -0.125
H -6.04707 -4.04713 -1.50015 0.052 -0.145 -0.145
H -5.51678 -4.92873 1.36283 -0.087 0.323 0.167
H -5.99593 -5.85804 -0.00392 -0.021 -0.068 -0.149
H -7.19469 -4.84685 0.77073 0.054 0.298 -0.119
H -5.95874 -1.89903 -0.72486 -0.170 0.414 -0.078
O 1.36406 -0.44475 -4.05932 -0.043 0.268 0.257
H 0.90761 -1.22218 -4.38103 -0.228 -0.160 -0.147
H 2.24643 -0.75286 -3.85262 0.297 -0.073 0.006
O 3.08643 -2.33829 -0.15790 -0.305 0.201 -0.024
H 3.92553 -2.15921 -0.58224 0.256 0.051 -0.212
H 3.32046 -2.76718 0.66521 0.025 -0.163 0.212
O 0.84344 5.34435 -1.81508 0.073 -0.302 0.246
H 0.98403 6.26119 -1.57871 -0.005 0.225 0.102
H 0.86801 5.33672 -2.77193 -0.089 -0.052 -0.296
```
Forces are in eV/Å.

=====

Here is a 8-piece molecular cluster, C9H34N6O8 overall in a non-equilibrium geometry from the Open Molecules 2025 dataset. Energies are from the ωB97M-V functional and the def2-TZVPD basis.

Summary:
total charge = 0
SMILES string = NC(N)=O.NC(N)=O.NC(N)=O.CCO.CO.CO.CO.CO
orbital gap = 8.6 eV
strongest force on any atom = 10.01 eV/A
LUMO energy = -0.0156 Eh
ΔE to the lowest compared entry with this formula, charge and spin = 596.45 kJ/mol

Structure (XYZ):
```
57
Properties=species:S:1:pos:R:3:forces:R:3
C 3.34060 3.86377 -0.76467 0.546 -2.302 0.558
C 3.06360 2.68077 -1.75167 -1.509 1.801 -0.313
O 2.13760 1.74777 -1.22267 -0.184 -0.717 1.594
H 2.44760 4.39577 -0.48867 -0.516 0.014 0.166
H 4.02060 4.56377 -1.14767 0.871 1.057 -1.042
H 3.88660 3.49877 0.14633 -0.831 0.083 -0.538
H 3.96960 2.20977 -2.13267 -0.112 -0.298 0.421
H 2.46460 3.00977 -2.61667 1.008 0.779 -0.238
H 1.40860 2.24677 -0.78867 0.665 -0.417 -0.429
C 0.00260 -1.08923 3.12233 4.007 -7.926 4.608
O 0.56960 -2.17423 3.68833 -1.710 3.466 -2.542
N -0.76540 -1.14323 2.12733 -4.038 -1.808 -5.429
N 0.14260 0.04977 3.66933 0.534 6.320 1.961
H -0.96340 -2.06123 1.63433 0.427 1.557 1.162
H -1.33340 -0.35523 1.79533 1.088 -0.928 0.309
H 0.96560 0.25377 4.25333 -0.942 -0.456 -0.451
H -0.34040 0.86377 3.18733 1.805 -1.570 1.364
C -1.42640 1.94477 1.62333 4.601 3.083 -6.530
O -0.83140 2.23977 0.42533 -2.861 -1.539 5.252
N -0.91140 2.43577 2.72133 3.058 3.267 0.194
N -2.35140 1.07477 1.79233 -5.327 -2.423 -0.341
H -0.13040 3.11277 2.54533 -1.208 -0.960 0.402
H -1.39740 2.52077 3.56833 -0.782 0.137 1.103
H -2.86740 0.82877 0.93433 0.402 0.017 0.634
H -2.88340 0.91077 2.68733 1.093 0.520 -1.412
C -2.11440 -4.10223 0.47233 2.235 -0.575 -8.522
O -1.87640 -4.35123 -0.80067 -0.735 0.550 4.600
N -3.27940 -3.89323 0.92333 -6.056 -0.235 0.521
N -1.20740 -3.75823 1.33133 2.651 -0.348 2.638
H -4.01540 -4.07323 0.21733 0.324 0.295 1.365
H -3.41640 -3.57523 1.88433 -0.441 -0.236 -0.901
H -0.28340 -3.82023 0.99533 1.301 -0.465 0.047
H -1.40340 -4.08023 2.27333 0.823 0.333 0.075
C -3.05740 -1.63323 -2.91067 0.108 0.640 -1.738
O -2.58240 -0.28523 -2.81967 -1.458 -0.229 -0.702
H -4.13540 -1.65723 -2.84067 -0.364 0.110 0.061
H -2.64540 -2.30423 -2.19067 0.494 -0.363 0.633
H -2.76840 -1.94823 -3.92267 -0.251 -0.470 0.279
H -1.91340 -0.30723 -2.17667 1.633 0.267 1.818
C 0.37060 1.46877 -4.06667 -1.658 0.224 -1.214
O -0.78840 0.88077 -4.75967 1.038 0.055 2.141
H 0.91360 0.71877 -3.59067 1.056 -1.536 0.844
H 0.01660 2.11877 -3.26767 0.118 0.551 -0.196
H 1.05560 1.93377 -4.77267 -0.371 0.353 -0.084
H -1.20240 0.42777 -3.96967 -0.288 0.384 -1.682
C 3.20960 -0.12523 1.74033 0.783 -2.978 -0.154
O 4.02060 0.91877 1.45833 2.094 1.575 1.324
H 3.77860 -0.72623 2.46933 -0.910 0.270 0.475
H 3.18460 -0.85223 0.89833 -0.623 0.487 0.140
H 2.24360 0.21277 2.04533 -0.863 -0.302 0.391
H 3.84260 1.22277 0.60833 -0.571 0.941 -2.277
C 0.45860 -1.34923 -0.73367 -0.042 -0.177 -2.101
O -0.58240 -0.35623 -0.70367 -0.589 -1.952 0.207
H 1.25960 -0.85823 -1.32167 -0.051 -0.812 0.143
H 0.01160 -2.22923 -1.30167 0.765 1.011 0.753
H 0.91260 -1.69523 0.20433 -0.615 0.380 0.162
H -0.22440 0.44877 -0.38067 0.380 1.494 0.495
```
Forces are in eV/Å.

=====

Here is a 7-piece molecular cluster, C9H35BN13O7 overall in a non-equilibrium geometry from the Open Molecules 2025 dataset. Energies are from the ωB97M-V functional and the def2-TZVPD basis.

Summary:
total charge = -1
orbital gap = 4.6 eV
strongest force on any atom = 2.76 eV/A
LUMO energy = 0.0553 Eh

Structure (XYZ):
```
65
Properties=species:S:1:pos:R:3:forces:R:3
B -6.06103 0.74724 1.67064 -0.988 -0.425 -0.865
C -5.79695 -0.80059 1.18110 0.768 -1.695 0.414
C -4.19826 -1.24933 1.21354 -1.595 -0.007 -1.302
O -4.22207 -2.75010 1.21937 -0.928 0.228 -0.574
C -3.36811 -0.79705 -0.14420 -0.487 0.433 -0.176
N -1.89618 -1.20976 -0.09124 -0.790 0.302 0.710
H -6.99491 0.73179 2.42123 -0.425 0.213 0.394
H -6.41364 1.39737 0.74120 -0.198 0.648 -1.035
H -5.12582 1.29312 2.12804 1.020 0.301 0.612
H -6.35193 -1.49941 1.97057 1.326 1.058 -1.495
H -6.30084 -1.07057 0.13582 1.359 0.414 1.766
H -3.65300 -0.92832 2.20726 -1.078 -0.423 -2.074
H -5.09940 -2.98673 0.77343 1.866 0.752 0.988
H -3.44234 0.37442 -0.36000 -0.041 -2.679 0.651
H -3.82173 -1.38275 -1.07736 0.569 1.254 2.082
H -1.81414 -1.88705 0.70026 0.264 1.019 -0.896
H -1.26551 -0.38550 0.02024 -0.907 -1.108 0.318
C -2.93774 3.22266 -1.82273 -0.251 -1.089 0.934
O -3.51747 2.52278 -1.00746 0.157 0.392 -0.302
N -1.66933 2.99280 -2.20731 1.182 -0.364 -0.002
N -3.51546 4.28638 -2.40955 -1.238 1.496 -0.584
H -1.17520 3.55785 -2.87726 -0.052 -0.245 0.118
H -1.19764 2.20141 -1.78951 0.123 0.170 -0.364
H -4.47037 4.49446 -2.14790 0.369 -0.119 -0.087
H -3.05446 4.87461 -3.08301 -0.086 -0.175 0.143
C 1.63725 0.80553 -1.47776 0.134 -0.340 0.033
O 0.89209 1.33520 -2.28692 -0.456 0.457 -0.438
N 1.84283 1.30212 -0.24458 -0.206 0.834 0.811
N 2.31948 -0.32221 -1.74684 0.301 -0.441 -0.669
H 2.45248 0.88020 0.43556 -0.186 0.134 -0.119
H 1.34820 2.15036 -0.00132 0.331 -0.288 0.207
H 2.19305 -0.72904 -2.66450 0.082 0.024 0.531
H 2.93767 -0.77319 -1.09373 -0.180 -0.109 -0.284
C -5.09571 -0.77364 5.05160 -1.174 0.603 -1.654
O -5.84087 -0.24396 4.24244 0.450 -0.562 1.228
N -4.89013 -0.27704 6.28477 0.088 1.047 1.945
N -4.41349 -1.90138 4.78251 0.695 -1.456 -0.506
H -4.28048 -0.69896 6.96491 -0.109 0.100 -0.168
H -5.38477 0.57119 6.52804 0.227 -0.352 -0.159
H -4.53992 -2.30821 3.86485 0.074 0.093 0.058
H -3.79530 -2.35235 5.43563 -0.114 0.131 -0.157
C 3.90754 -3.27915 -2.97587 0.211 0.368 0.165
O 3.64140 -2.69635 -1.93660 0.058 -0.102 0.256
N 3.23168 -4.36412 -3.39496 -1.039 -1.226 0.019
N 4.90049 -2.88851 -3.79507 0.624 0.766 -0.397
H 3.43600 -4.85746 -4.24769 -0.043 0.155 0.182
H 2.47604 -4.69139 -2.80737 0.242 0.124 -0.252
H 5.43432 -2.07548 -3.51651 0.033 -0.440 -0.163
H 5.13476 -3.35539 -4.65486 0.027 0.110 0.237
C 8.54068 -3.15011 -2.65957 -0.476 0.404 -0.353
O 7.79552 -2.62043 -3.46873 0.054 0.061 -0.128
N 8.74626 -2.65351 -1.42639 -0.041 0.866 1.120
N 9.22290 -4.27785 -2.92865 0.566 -1.245 -0.762
H 9.35591 -3.07544 -0.74625 -0.152 0.075 -0.143
H 8.25162 -1.80528 -1.18313 0.172 -0.345 -0.047
H 9.09647 -4.68468 -3.84631 0.069 0.146 0.396
H 9.84109 -4.72882 -2.27554 -0.146 0.099 -0.124
C 2.11540 4.83182 1.78720 -0.178 -0.752 -0.192
O 2.10205 3.61157 1.74992 0.056 -0.049 0.012
N 2.77962 5.52344 2.73063 0.960 0.382 1.271
N 1.46710 5.59408 0.88815 -0.713 0.386 -1.127
H 2.80241 6.52819 2.77779 -0.037 -0.228 -0.016
H 3.28117 4.98773 3.42692 -0.225 0.237 -0.268
H 0.95444 5.11279 0.16073 0.109 0.207 0.261
H 1.46629 6.60001 0.90230 -0.026 -0.227 0.019
```
Forces are in eV/Å.